[1]
ORCA calculation (ωB97M-V/def2-TZVPD) on 2 unconnected molecules or ions with the total composition C5H8N2.

Output
**Energy**: -304.62449 Eh
**Charge**: 0
**Relative energy (zero: lowest compared OMol25 entry of this formula, charge and spin)**: 5.742 eV
**HOMO energy**: -7.7850 eV

Element x y z (Å)
C (2.52, -0.63, 0.11)
N (1.14, -0.15, 0.08)
C (0.73, 1.14, -0.29)
C (-0.63, 1.23, -0.23)
C (-0.95, -0.13, 0.23)
C (-2.15, -0.64, 0.56)
N (0.19, -0.96, 0.36)
H (3.17, 0.18, 0.43)
H (2.79, -0.95, -0.90)
H (2.57, -1.46, 0.80)
H (1.49, 1.85, -0.59)
H (-2.46, 1.30, -1.05)
H (-3.10, 0.91, -1.18)
H (-3.01, 0.01, 0.70)
H (-2.31, -1.70, 0.73)

These are the natural (NBO) partial charges, in e, on atoms 1 to 4: -0.42 -0.04 -0.22 -0.23

---

[2]
ORCA calculation (ωB97M-V/def2-TZVPD) on C5H8N2 in the gas phase at a distorted geometry.

Output
**Energy**: -304.75260 Eh
**Charge**: 0
**Relative energy (zero: lowest compared OMol25 entry of this formula, charge and spin)**: 2.256 eV
**HOMO energy**: -9.5842 eV
**SMILES**: C[C@H]1[C@@H](C#N)N1C

Element x y z (Å)
C (0.86, 1.65, -0.72)
C (0.31, 0.19, -0.72)
C (0.51, -0.74, 0.46)
C (1.50, -0.26, 1.40)
N (2.44, 0.15, 1.93)
N (-0.77, -0.11, 0.27)
C (-1.92, -1.06, 0.21)
H (0.95, 2.09, 0.27)
H (1.85, 1.78, -1.19)
H (0.19, 2.30, -1.30)
H (0.36, -0.22, -1.74)
H (0.48, -1.84, 0.43)
H (-1.65, -2.13, 0.17)
H (-2.60, -0.86, -0.61)
H (-2.50, -0.95, 1.14)

These are the natural (NBO) partial charges, in e, on atoms 1 to 4: -0.63 -0.03 -0.20 0.27

---

[3]
ORCA calculation (ωB97M-V/def2-TZVPD) on C5H8N2 in the gas phase at a distorted geometry.

Output
**Energy**: -304.77248 Eh
**Charge**: 0
**Relative energy (zero: lowest compared OMol25 entry of this formula, charge and spin)**: 1.715 eV
**HOMO energy**: -9.9052 eV
**SMILES**: C[C@H]1CN1CC#N

Element x y z (Å)
C (1.39, -1.33, 0.49)
C (0.17, -0.79, -0.19)
C (-1.23, -0.87, 0.35)
N (-0.42, 0.33, 0.50)
C (-0.78, 1.46, -0.33)
C (0.43, 2.28, -0.58)
N (1.37, 2.91, -0.78)
H (1.18, -1.44, 1.56)
H (2.17, -0.54, 0.40)
H (1.77, -2.26, 0.07)
H (0.20, -0.74, -1.28)
H (-2.05, -0.80, -0.38)
H (-1.47, -1.40, 1.27)
H (-1.19, 1.14, -1.31)
H (-1.53, 2.06, 0.20)

These are the natural (NBO) partial charges, in e, on atoms 1 to 4: -0.62 -0.08 -0.26 -0.40

---

[4]
ORCA calculation (ωB97M-V/def2-TZVPD) on C5H8N2 in the gas phase.

Output
**Energy**: -304.83068 Eh
**Charge**: 0
**Relative energy (zero: lowest compared OMol25 entry of this formula, charge and spin)**: 0.131 eV
**HOMO energy**: -7.6632 eV
**SMILES**: Cc1c[nH]c(N)c1

Element x y z (Å)
C (0.43, 1.09, 2.08)
C (0.20, 0.23, 0.88)
C (0.00, -1.12, 0.83)
N (-0.25, -1.48, -0.48)
C (-0.21, -0.36, -1.27)
N (-0.63, -0.39, -2.62)
C (0.10, 0.70, -0.47)
H (1.40, 1.60, 2.01)
H (-0.34, 1.87, 2.17)
H (0.41, 0.50, 3.01)
H (0.03, -1.86, 1.62)
H (-0.52, -2.39, -0.80)
H (-0.95, 0.54, -2.88)
H (0.11, -0.65, -3.27)
H (0.23, 1.72, -0.81)

These are the natural (NBO) partial charges, in e, on atoms 1 to 4: -0.62 -0.09 -0.09 -0.52

---

[5]
ORCA calculation (ωB97M-V/def2-TZVPD) on a molecular structure, C5H8N2.

Output
**Energy**: -304.68045 Eh
**Charge**: 0
**Relative energy (zero: lowest compared OMol25 entry of this formula, charge and spin)**: 4.219 eV
**HOMO energy (spin up / spin down)**: -8.2627 / -8.2864 eV

Element x y z (Å)
C (-0.84, -2.01, -1.59)
C (-0.77, 2.47, 0.77)
C (-0.43, 1.47, -0.14)
C (0.43, 0.77, 0.73)
N (1.47, -0.05, 0.39)
C (0.14, 1.20, 2.09)
N (-0.82, 2.10, 2.05)
H (-0.09, -1.74, -2.34)
H (-0.37, -2.60, -0.80)
H (-1.62, -2.60, -2.08)
H (-0.31, 1.55, -1.21)
H (2.34, 0.02, 0.89)
H (1.56, -0.31, -0.59)
H (0.60, 0.83, 3.00)
H (-1.28, -1.10, -1.16)

These are the natural (NBO) partial charges, in e, on atoms 1 to 4: -0.86 0.30 -0.48 0.19

---

[6]
ORCA calculation (ωB97M-V/def2-TZVPD) on C5H8N2 in the gas phase.

Output
**Energy**: -304.67761 Eh
**Charge**: 0
**Relative energy (zero: lowest compared OMol25 entry of this formula, charge and spin)**: 4.296 eV
**HOMO energy**: -6.6437 eV

Element x y z (Å)
C (-0.80, -0.40, -2.01)
N (-0.36, -0.34, -0.64)
C (-1.19, -0.48, 0.46)
C (-0.52, -0.13, 1.59)
C (0.84, 0.29, 1.20)
N (1.83, 0.65, 2.12)
C (0.86, 0.11, -0.22)
H (-1.69, -1.03, -2.08)
H (-1.04, 0.60, -2.40)
H (-0.01, -0.84, -2.63)
H (-2.21, -0.81, 0.33)
H (-0.88, -0.15, 2.61)
H (0.82, 1.43, 1.00)
H (2.70, 0.79, 1.59)
H (1.66, 0.31, -0.92)

These are the natural (NBO) partial charges, in e, on atoms 1 to 4: -0.40 -0.34 -0.03 -0.26